(1)
A molecular structure, C36H30F3N4PdSb, computed with the ωB97M-V functional and the def2-TZVPD basis.

The geometry in ORCA input format:
```
! RIJCOSX wB97M-V def2-TZVPD def2/J DEFGRID3
* xyz 0 1
Pd 0.03 -0.47 0.79
C -0.99 -1.65 3.65
N -0.13 -0.51 3.36
C -0.66 0.73 3.92
C -1.64 1.51 3.05
C -2.65 2.25 3.68
C -3.47 3.06 2.92
C -3.26 3.11 1.55
C -2.25 2.33 1.01
N -1.45 1.55 1.74
C 1.26 -0.73 3.74
C 2.22 0.25 3.08
C 3.50 0.40 3.60
C 4.38 1.27 2.97
C 3.95 1.97 1.86
C 2.66 1.76 1.42
N 1.81 0.91 2.00
C -2.19 -1.72 2.72
C -3.49 -1.68 3.20
C -4.54 -1.80 2.31
C -4.26 -1.96 0.97
C -2.93 -1.99 0.57
N -1.91 -1.86 1.42
H -1.33 -1.65 4.69
H -0.42 -2.56 3.49
H 0.17 1.41 4.11
H -1.14 0.54 4.89
H -2.78 2.18 4.76
H -4.25 3.64 3.39
H -3.88 3.73 0.91
H -2.08 2.32 -0.06
H 1.53 -1.74 3.44
H 1.40 -0.67 4.83
H 3.80 -0.15 4.49
H 5.39 1.39 3.34
H 4.60 2.66 1.33
H 2.28 2.29 0.55
H -3.67 -1.54 4.27
H -5.57 -1.77 2.66
H -5.05 -2.07 0.23
H -2.66 -2.10 -0.47
F 0.24 -5.98 -2.96
C 0.13 -4.65 -2.74
C 0.15 -4.19 -1.44
C 0.03 -2.82 -1.22
C -0.10 -1.93 -2.28
C -0.15 -2.44 -3.58
C -0.03 -3.81 -3.82
Sb -0.26 0.15 -1.72
C -0.55 0.93 -3.74
C 0.34 0.75 -4.80
C 0.11 1.31 -6.05
C -1.04 2.05 -6.23
F -1.27 2.60 -7.44
C -1.95 2.27 -5.22
C -1.70 1.70 -3.97
C 1.90 0.49 -1.80
C 2.76 -0.37 -1.11
C 4.13 -0.14 -1.05
C 4.64 0.98 -1.68
F 5.97 1.21 -1.62
C 3.84 1.86 -2.37
C 2.47 1.61 -2.42
H 0.26 -4.90 -0.62
H 0.01 -2.44 -0.19
H -0.28 -1.77 -4.42
H -0.05 -4.22 -4.82
H 1.25 0.17 -4.65
H 0.80 1.17 -6.88
H -2.84 2.86 -5.41
H -2.41 1.86 -3.17
H 2.36 -1.22 -0.60
H 4.80 -0.81 -0.51
H 4.28 2.72 -2.85
H 1.84 2.31 -2.96
*
```

Results
- E_tot (eV) = -61947.6044
- HOMO (eV) = -6.16
- E_LUMO (eV) = 0.5130
- energy above the lowest of the compared OMol25 structures with the same formula, charge and spin (eV) = 0.000

(2)
A molecular structure, C36H30F5N3O3S, computed with the ωB97M-V functional and the def2-TZVPD basis.

The geometry in ORCA input format:
```
! RIJCOSX wB97M-V def2-TZVPD def2/J DEFGRID3
* xyz 0 1
C 0.27 -3.87 5.08
N 0.15 -2.51 4.58
C 1.18 -1.62 4.68
O 2.29 -1.87 5.15
C 0.69 -0.29 4.09
C 1.60 0.32 3.01
C 3.05 0.33 3.37
C 3.94 -0.53 2.72
F 3.45 -1.42 1.82
C 5.30 -0.52 2.99
F 6.12 -1.39 2.38
C 5.80 0.37 3.94
F 7.12 0.40 4.21
C 4.94 1.25 4.60
F 5.42 2.10 5.52
C 3.58 1.20 4.32
F 2.73 2.01 5.01
N -0.64 -0.62 3.59
C -1.43 0.36 3.08
C -2.79 0.28 2.85
C -3.65 1.42 2.75
C -5.06 1.24 3.08
C -5.77 2.32 3.69
C -7.08 2.17 4.12
C -7.68 0.90 4.04
C -7.02 -0.17 3.39
C -5.73 0.02 2.87
C -1.08 -1.96 4.02
C -1.58 -2.82 2.84
C -2.16 -1.88 5.12
H 1.33 -4.06 5.29
H -0.31 -4.02 6.01
H -0.08 -4.61 4.33
H 0.67 0.42 4.95
H 1.51 -0.23 2.06
H 1.24 1.34 2.85
H -0.93 1.32 2.89
H -3.22 -0.72 2.75
H -3.19 2.40 3.11
H -5.27 3.27 3.81
H -7.62 3.03 4.57
H -8.69 0.74 4.43
H -7.48 -1.16 3.30
H -5.24 -0.78 2.27
H -0.81 -2.83 2.06
H -1.72 -3.85 3.19
H -2.52 -2.46 2.43
H -1.72 -1.52 6.06
H -2.96 -1.19 4.84
H -2.59 -2.88 5.27
C -8.53 2.61 -1.76
C -7.60 3.52 -2.30
C -6.47 3.88 -1.56
C -6.25 3.27 -0.30
S -4.82 3.82 0.71
C -3.78 2.35 1.01
C -2.38 2.70 0.74
C -1.45 1.72 0.34
C -0.25 2.13 -0.27
C 0.06 3.49 -0.37
C 1.22 3.97 -1.12
N 2.14 4.40 -1.73
C -0.76 4.43 0.28
C -1.89 4.01 0.99
O -4.23 4.77 -0.20
O -5.33 4.29 1.98
C -7.18 2.39 0.25
C -8.33 2.05 -0.49
H -9.41 2.29 -2.35
H -7.75 3.95 -3.31
H -5.78 4.64 -1.93
H -4.25 1.60 0.34
H -1.70 0.65 0.39
H 0.42 1.40 -0.69
H -0.53 5.50 0.25
H -2.41 4.70 1.69
H -7.01 2.01 1.26
H -9.05 1.35 -0.06
*
```

Results
- E_tot (eV) = -72850.5199
- HOMO (eV) = -8.07
- E_LUMO (eV) = -0.3785

(3)
6 unconnected molecules or ions with the total composition C36H30F6, computed with the ωB97M-V functional and the def2-TZVPD basis.

The geometry in ORCA input format:
```
! RIJCOSX wB97M-V def2-TZVPD def2/J DEFGRID3
* xyz 0 1
F 3.14 0.23 -4.76
C 2.10 1.02 -4.43
C 1.17 1.36 -5.40
C 0.09 2.14 -4.93
C -0.06 2.42 -3.58
C 0.85 2.00 -2.64
C 2.04 1.44 -3.09
H 1.20 0.95 -6.39
H -0.68 2.39 -5.68
H -1.00 2.86 -3.20
H 0.74 2.23 -1.62
H 2.85 1.20 -2.38
F 1.66 -5.03 3.29
C 1.95 -4.73 1.99
C 3.22 -4.36 1.72
C 3.58 -4.16 0.37
C 2.62 -4.26 -0.60
C 1.30 -4.64 -0.27
C 0.96 -4.87 1.04
H 3.97 -4.24 2.48
H 4.60 -3.93 0.06
H 2.79 -4.05 -1.64
H 0.57 -4.90 -1.01
H -0.01 -5.19 1.36
F -1.54 2.41 0.67
C -1.50 1.14 0.31
C -0.58 0.28 0.88
C -0.62 -1.06 0.52
C -1.54 -1.50 -0.42
C -2.35 -0.57 -1.07
C -2.42 0.73 -0.65
H 0.20 0.55 1.58
H 0.12 -1.70 0.94
H -1.53 -2.55 -0.65
H -3.10 -0.93 -1.78
H -3.16 1.42 -1.01
F -0.79 -5.07 -2.83
C -0.98 -3.86 -3.45
C -2.27 -3.62 -3.97
C -2.48 -2.42 -4.67
C -1.53 -1.44 -4.62
C -0.32 -1.65 -3.90
C 0.00 -2.86 -3.36
H -3.03 -4.38 -3.83
H -3.44 -2.27 -5.19
H -1.74 -0.50 -5.09
H 0.38 -0.87 -3.78
H 0.97 -2.99 -2.93
F -1.15 3.18 4.79
C -1.83 2.09 5.24
C -3.11 2.19 5.60
C -3.82 1.02 5.96
C -3.25 -0.22 6.00
C -1.87 -0.28 5.65
C -1.16 0.87 5.23
H -3.61 3.15 5.62
H -4.87 1.10 6.22
H -3.81 -1.11 6.23
H -1.23 -1.11 5.80
H -0.09 0.77 5.01
F 2.33 2.61 -0.06
C 2.07 3.68 0.77
C 1.21 3.50 1.85
C 1.04 4.58 2.72
C 1.78 5.75 2.65
C 2.62 5.88 1.53
C 2.75 4.86 0.56
H 0.75 2.56 2.03
H 0.39 4.41 3.59
H 1.74 6.53 3.45
H 3.18 6.80 1.36
H 3.53 5.05 -0.19
*
```

Results
- E_tot (eV) = -54122.1696
- SMILES string = Fc1ccccc1.Fc1ccccc1.Fc1ccccc1.Fc1ccccc1.Fc1ccccc1.Fc1ccccc1
- HOMO (eV) = -9.05
- E_LUMO (eV) = 0.6471
- energy above the lowest of the compared OMol25 structures with the same formula, charge and spin (eV) = 1.341

(4)
A molecular structure, C36H30F6IrN8O4P2S3Se2, computed with the ωB97M-V functional and the def2-TZVPD basis.

The geometry in ORCA input format:
```
! RIJCOSX wB97M-V def2-TZVPD def2/J DEFGRID3
* xyz 2 6
Ir -2.71 -0.35 0.07
C -2.23 -4.68 -1.41
C -2.38 -3.21 -1.21
N -2.34 -2.62 -0.08
N -2.23 -3.32 1.08
C -2.13 -2.65 2.26
N -2.13 -3.40 3.36
S -1.93 -0.98 2.36
C -2.60 -2.31 -2.36
C -2.79 -2.78 -3.65
C -3.02 -1.87 -4.67
C -3.04 -0.52 -4.38
C -2.84 -0.12 -3.07
N -2.62 -1.00 -2.09
H -1.65 -5.15 -0.62
H -1.70 -4.88 -2.34
H -3.21 -5.17 -1.47
H -2.42 -4.31 1.07
H -2.31 -4.39 3.35
H -2.13 -2.93 4.25
H -2.78 -3.84 -3.86
H -3.19 -2.22 -5.68
H -3.22 0.22 -5.14
H -2.85 0.92 -2.78
F -7.11 2.60 -0.51
C -6.19 2.59 0.44
F -5.28 3.53 0.19
F -6.74 2.80 1.61
S -5.32 0.96 0.45
O -4.25 1.02 1.46
O -4.70 0.79 -0.87
N -6.49 -0.01 0.75
S -6.12 -1.54 0.98
O -7.08 -2.42 0.43
O -4.70 -1.78 0.69
C -6.22 -1.74 2.82
F -5.63 -0.72 3.44
F -5.57 -2.86 3.15
F -7.48 -1.83 3.20
Se 3.96 2.19 -1.30
P 3.56 0.21 -0.43
C 4.43 -0.88 -1.54
C 3.95 -1.06 -2.84
C 4.65 -1.86 -3.71
C 5.84 -2.46 -3.30
C 6.32 -2.27 -2.02
C 5.62 -1.47 -1.12
C 4.19 0.05 1.23
C 5.10 0.96 1.76
C 5.59 0.77 3.04
C 5.18 -0.32 3.79
C 4.28 -1.24 3.26
C 3.78 -1.05 1.98
C 1.82 -0.20 -0.44
C 0.62 0.47 -0.29
N -0.32 -0.49 -0.29
N 0.25 -1.67 -0.44
N 1.55 -1.52 -0.54
P 0.12 2.15 0.02
Se -2.00 2.24 -0.32
C 1.00 3.20 -1.13
C 1.70 4.33 -0.70
C 2.31 5.16 -1.63
C 2.20 4.88 -2.98
C 1.48 3.76 -3.42
C 0.88 2.93 -2.50
C 0.58 2.59 1.70
C -0.40 2.98 2.62
C -0.03 3.30 3.92
C 1.30 3.21 4.31
C 2.27 2.82 3.40
C 1.91 2.51 2.10
H 3.02 -0.59 -3.15
H 4.29 -2.01 -4.72
H 6.39 -3.09 -3.99
H 7.24 -2.74 -1.70
H 5.99 -1.32 -0.12
H 5.42 1.81 1.18
H 6.30 1.47 3.46
H 5.57 -0.47 4.79
H 3.97 -2.09 3.84
H 3.07 -1.76 1.57
H 1.77 4.55 0.36
H 2.85 6.03 -1.30
H 2.66 5.53 -3.71
H 1.40 3.55 -4.47
H 0.32 2.06 -2.83
H -1.43 3.04 2.32
H -0.78 3.60 4.63
H 1.58 3.46 5.32
H 3.31 2.75 3.70
H 2.68 2.22 1.40
*
```

Results
- E_tot (eV) = -258833.0481
- HOMO (spin up / spin down) (eV) = -12.78 / -13.53
- expectation value of S² = 8.7664
- E_LUMO (spin up / spin down) (eV) = -5.5047 / -7.5599
- energy above the lowest of the compared OMol25 structures with the same formula, charge and spin (eV) = 0.000

(5)
A molecular structure, C36H30N10O3PTeYb, computed with the ωB97M-V functional and the def2-TZVPD basis.

The geometry in ORCA input format:
```
! RIJCOSX wB97M-V def2-TZVPD def2/J DEFGRID3
* xyz 0 2
Yb -0.43 -0.06 -0.19
C -5.66 4.08 1.05
C -6.14 3.03 1.84
C -5.34 1.93 2.08
C -4.03 1.92 1.59
C -2.94 0.98 1.67
N -2.95 -0.16 2.39
C -1.93 -0.93 2.52
C -1.94 -2.15 3.31
C -3.01 -2.82 3.91
C -2.74 -4.10 4.39
C -1.47 -4.71 4.28
C -0.40 -4.00 3.71
C -0.67 -2.72 3.24
C 0.14 -1.81 2.46
N 1.51 -1.96 2.34
C 2.24 -1.27 1.51
N 1.77 -0.34 0.57
C 2.86 0.27 0.02
N 2.90 1.37 -0.74
C 1.80 2.09 -0.88
N 0.50 1.93 -0.41
C -0.19 3.10 -0.64
N -1.42 3.42 -0.34
C -2.18 2.67 0.48
N -1.86 1.40 0.97
C -3.54 2.98 0.83
C -4.37 4.09 0.55
C 0.64 3.95 -1.44
C 0.41 5.22 -1.94
C 1.40 5.79 -2.73
C 2.62 5.10 -3.01
C 2.90 3.91 -2.39
C 1.85 3.33 -1.61
C 4.09 -0.41 0.52
C 5.42 -0.36 0.15
C 6.30 -1.24 0.76
C 5.89 -2.15 1.78
C 4.55 -2.15 2.16
C 3.69 -1.32 1.46
N -0.62 -0.84 1.97
H -6.35 4.92 0.80
H -7.11 3.13 2.29
H -5.71 1.11 2.65
H -4.02 -2.46 3.94
H -3.49 -4.70 4.87
H -1.39 -5.74 4.66
H 0.57 -4.46 3.65
H -4.00 4.93 -0.02
H -0.51 5.75 -1.72
H 1.25 6.75 -3.20
H 3.37 5.62 -3.69
H 3.82 3.38 -2.57
H 5.81 0.32 -0.60
H 7.31 -1.19 0.46
H 6.61 -2.80 2.22
H 4.12 -2.76 2.93
N -3.05 0.03 -1.21
N -3.94 1.06 -1.69
H -2.96 -0.67 -1.98
H -3.42 -0.47 -0.43
H -4.87 0.73 -1.78
H -3.96 1.90 -1.10
C 2.17 -4.26 -0.49
C 2.45 -3.46 -1.75
O 1.26 -3.34 -2.61
P -0.09 -2.62 -2.10
O -0.32 -2.37 -0.66
Te -1.96 -3.35 -3.21
O 0.03 -0.92 -2.43
C 0.09 -0.30 -3.71
C 1.56 -0.23 -4.27
H 3.06 -4.55 0.10
H 1.68 -5.16 -0.75
H 1.51 -3.75 0.20
H 3.17 -3.84 -2.38
H 2.82 -2.48 -1.42
H -0.38 0.67 -3.66
H -0.57 -0.90 -4.34
H 2.16 0.49 -3.71
H 1.57 0.05 -5.32
H 2.05 -1.17 -4.13
*
```

Results
- E_tot (eV) = -106980.5642
- HOMO (spin up / spin down) (eV) = -6.56 / -6.56
- expectation value of S² = 0.7516
- E_LUMO (spin up / spin down) (eV) = -1.7695 / -1.7729
- energy above the lowest of the compared OMol25 structures with the same formula, charge and spin (eV) = 0.354

(6)
A molecular structure, C36H30N10Tl, computed with the ωB97M-V functional and the def2-TZVPD basis.

The geometry in ORCA input format:
```
! RIJCOSX wB97M-V def2-TZVPD def2/J DEFGRID3
* xyz 3 1
Tl 0.79 1.41 0.01
C -1.91 2.71 2.30
N -0.66 3.35 1.89
C -0.88 4.47 0.98
C -1.29 4.04 -0.43
C -1.26 4.94 -1.57
C -1.32 4.57 -2.87
C -1.23 3.19 -3.46
C -1.64 2.07 -1.69
N -1.68 2.83 -0.55
C 0.33 3.48 2.95
C 1.05 2.19 3.35
C 2.13 2.24 4.32
C 2.92 1.23 4.74
C 3.05 -0.24 4.47
C 1.25 -0.08 2.60
N 0.64 1.12 2.79
C -1.99 1.20 2.22
C -2.71 0.53 3.22
C -2.90 -0.84 3.12
C -2.40 -1.50 2.01
C -1.71 -0.76 1.06
N -1.49 0.55 1.17
H -2.15 3.00 3.32
H -2.71 3.08 1.66
H -1.67 5.14 1.37
H 0.03 5.07 0.89
H -1.25 6.00 -1.34
H -1.36 5.37 -3.60
H -1.02 3.21 -4.53
H -1.74 1.02 -1.39
H 1.11 4.19 2.64
H -0.14 3.89 3.86
H 2.30 3.22 4.76
H 3.65 1.53 5.48
H 4.11 -0.49 4.44
H 0.57 -0.77 2.11
H -3.12 1.08 4.05
H -3.43 -1.37 3.90
H -2.54 -2.56 1.89
H -1.31 -1.23 0.18
C 2.40 -0.82 3.23
C 2.62 -0.01 1.88
N 2.61 -0.61 0.68
C 2.06 -1.79 0.58
C 2.16 -2.62 1.78
N 2.45 -2.15 2.94
C 1.47 -2.13 -0.74
C 1.47 -3.39 -1.33
C 0.82 -3.56 -2.55
C 0.24 -2.45 -3.17
C 0.29 -1.22 -2.52
N 0.86 -1.09 -1.32
C -0.33 0.05 -3.02
C -1.65 0.10 -3.72
N -2.45 1.08 -3.74
C -2.43 2.29 -3.03
C -0.32 2.37 -2.53
N 0.28 1.12 -2.72
C 0.73 -4.90 -3.17
C 0.55 -6.04 -2.37
C 0.45 -7.28 -2.99
N 0.51 -7.37 -4.29
C 0.68 -6.35 -5.08
C 0.80 -5.06 -4.55
H 2.64 -0.76 5.34
H 3.22 0.89 1.96
H 2.17 -3.70 1.68
H 1.99 -4.21 -0.86
H -0.24 -2.54 -4.13
H -1.93 -0.76 -4.32
H -3.42 2.73 -3.02
H 0.42 3.03 -2.06
H 0.47 -5.97 -1.30
H 0.32 -8.19 -2.43
H 0.72 -6.54 -6.15
H 0.97 -4.23 -5.22
*
```

Results
- E_tot (eV) = -57378.5739
- HOMO (spin up / spin down) (eV) = -15.21 / -15.21
- E_LUMO (spin up / spin down) (eV) = -12.2209 / -12.2843
- energy above the lowest of the compared OMol25 structures with the same formula, charge and spin (eV) = 9.360